C5H7N | ωB97M-V/def2-TZVPD

Geometry as XYZ:
```
13
Properties=species:S:1:pos:R:3:forces:R:3
C 0.6826 1.1611 -0.0675 -0.119 0.527 0.241
C -0.6240 1.1594 -0.3582 0.369 0.309 -0.155
C -1.1011 -0.2415 -0.5056 -0.036 0.344 -0.450
N -1.2119 -1.1359 0.6158 1.143 -1.105 -0.306
C 0.0835 -1.0677 -0.2440 -0.474 -0.615 0.622
C 1.1521 -0.2019 0.3991 -0.097 0.148 -0.245
H 1.3563 1.9971 -0.1685 -0.121 0.400 0.587
H -1.2690 2.0131 -0.5218 0.262 0.084 -0.256
H -1.7666 -0.5151 -1.3188 -0.014 0.303 -0.023
H -0.9932 -0.6494 1.4881 -0.019 -0.141 -0.281
H 0.4525 -1.7679 -1.0076 -0.814 -0.536 0.900
H 2.1993 -0.4557 0.1953 -0.336 0.005 -0.346
H 1.0396 -0.2956 1.4937 0.256 0.278 -0.288
```
Positions in Å, forces in eV/Å.

Computed properties:
max |F|: 1.62 eV/Å
HOMO-LUMO gap: 0.3611 Ha
LUMO: 1.10 eV
relative energy (zero: lowest compared OMol25 entry of this formula, charge and spin): 55.1 kcal per mole

These are the natural (NBO) partial charges, in e, on atoms 1 to 4:
1 C -0.160
2 C -0.220
3 C -0.132
4 N -0.560


C5H7N | ωB97M-V/def2-TZVPD

Geometry as XYZ:
```
13
Properties=species:S:1:pos:R:3:forces:R:3
C 1.1348 0.6954 0.4409 0.027 0.649 1.879
C -0.2252 0.4579 1.0000 -1.021 0.622 -1.154
C -0.9514 -0.4385 -0.4093 -0.209 1.617 0.352
C 0.2363 -0.4388 -1.3127 -1.431 -1.136 -0.855
N 1.4263 -0.2169 -0.5924 0.913 0.329 -0.662
C -0.7506 -0.8459 0.9244 -0.163 -2.009 1.368
H 1.7829 0.5372 1.3204 0.372 0.009 -0.430
H 1.2833 1.7673 0.1707 0.028 -0.518 -0.296
H -0.7328 1.2150 1.6009 0.152 0.023 -0.239
H -1.9634 -0.2908 -0.7954 0.292 0.089 -0.036
H 0.2058 -1.4574 -1.7389 0.501 0.212 -0.161
H 0.0896 0.2392 -2.1852 0.388 -0.039 0.430
H -1.5357 -1.2239 1.5768 0.152 0.150 -0.196
```
Positions in Å, forces in eV/Å.

Computed properties:
max |F|: 2.44 eV/Å
HOMO-LUMO gap (spin up / spin down): 0.3461 / 0.2408 Ha
LUMO (spin up / spin down): 0.36 / -0.27 eV
relative energy (zero: lowest compared OMol25 entry of this formula, charge and spin): 123.6 kcal per mole

These are the natural (NBO) partial charges, in e, on atoms 1 to 4:
1 C -0.324
2 C -0.191
3 C -0.192
4 C -0.324


C5H7N | ωB97M-V/def2-TZVPD

Geometry as XYZ:
```
13
Properties=species:S:1:pos:R:3:forces:R:3
C -0.9036 -0.7826 -0.6433 0.049 0.118 -0.078
C -0.9020 0.7072 -0.3564 -0.650 0.323 0.205
C 0.1898 0.9939 0.6444 -0.265 0.427 0.571
C 0.8790 -0.3145 0.9857 0.042 0.128 -0.086
C 0.6241 -0.5724 -0.5178 0.222 0.660 -0.429
N 0.4759 0.9368 -0.7883 -0.107 0.181 0.054
H -1.2133 -1.0533 -1.6550 0.009 0.247 0.082
H -1.4338 -1.4134 0.0871 0.431 -0.002 -0.240
H -1.6607 1.4341 -0.6046 -0.188 0.042 0.206
H 0.2616 1.9400 1.1594 -0.189 0.038 0.199
H 0.3845 -0.9411 1.7439 0.192 -0.054 -0.439
H 1.9400 -0.2198 1.2252 -0.138 0.202 -0.059
H 1.3584 -0.7149 -1.2802 0.590 -2.311 0.015
```
Positions in Å, forces in eV/Å.

Computed properties:
max |F|: 2.38 eV/Å
HOMO-LUMO gap: 0.3886 Ha
LUMO: 1.20 eV
relative energy (zero: lowest compared OMol25 entry of this formula, charge and spin): 75.9 kcal per mole

These are the natural (NBO) partial charges, in e, on atoms 1 to 4:
1 C -0.424
2 C -0.096
3 C -0.096
4 C -0.424


C5H7N | ωB97M-V/def2-TZVPD

Geometry as XYZ:
```
13
Properties=species:S:1:pos:R:3:forces:R:3
C -0.8460 0.6946 -1.6043 -0.274 -0.098 0.090
C -0.2761 0.1299 -0.3224 0.032 -0.134 -0.250
C 0.3806 -1.1343 -0.1950 -0.395 0.409 0.289
C 1.0308 -1.1349 1.0287 0.049 0.481 -0.369
N 0.6451 0.0028 1.7013 0.282 -0.014 -0.166
C -0.1586 0.7801 0.8884 -0.298 -0.623 -0.022
H -1.7921 0.2068 -1.8395 -0.138 0.123 -0.175
H -1.0047 1.7797 -1.5357 -0.092 -0.335 0.137
H -0.1820 0.5476 -2.4766 -0.134 -0.116 0.586
H 0.1065 -2.0067 -0.7851 0.989 0.312 -0.367
H 1.9623 -1.6461 1.2533 -0.637 -0.369 0.554
H 1.0201 0.3088 2.5856 -0.079 -0.111 -0.201
H -0.8859 1.4714 1.3013 0.695 0.476 -0.106
```
Positions in Å, forces in eV/Å.

Computed properties:
max |F|: 1.10 eV/Å
HOMO-LUMO gap: 0.3368 Ha
LUMO: 1.12 eV
relative energy (zero: lowest compared OMol25 entry of this formula, charge and spin): 19.6 kcal per mole

These are the natural (NBO) partial charges, in e, on atoms 1 to 4:
1 C -0.629
2 C -0.076
3 C -0.314
4 C -0.070


C5H7N | ωB97M-V/def2-TZVPD

Geometry as XYZ:
```
13
Properties=species:S:1:pos:R:3:forces:R:3
N 2.6062 -0.5218 1.4135 -0.477 0.296 -0.809
C 1.9394 -0.2099 0.5227 0.811 -0.270 0.698
C 1.1047 0.2107 -0.6034 0.005 -0.084 -0.002
C -0.3026 0.5498 -0.1187 0.353 -1.268 2.233
C -0.6172 -0.7868 1.3032 -0.550 0.801 -0.776
C -1.3604 0.3898 -1.0071 -0.831 -0.144 -0.817
H 1.0574 -0.5960 -1.3438 0.025 0.020 0.203
H 1.6003 1.0573 -1.1030 -0.304 -0.098 0.163
H -0.3469 1.4593 0.4834 0.066 -0.282 0.065
H -1.2117 -0.4855 2.1992 0.336 0.565 -0.814
H -0.9512 -1.8359 1.1175 0.428 0.729 -0.803
H -1.2601 -0.2332 -1.8983 -0.033 -0.051 0.402
H -2.2579 1.0020 -0.9652 0.170 -0.213 0.256
```
Positions in Å, forces in eV/Å.

Computed properties:
max |F|: 2.59 eV/Å
HOMO-LUMO gap (spin up / spin down): 0.3034 / 0.3057 Ha
LUMO (spin up / spin down): -0.57 / -0.05 eV
relative energy (zero: lowest compared OMol25 entry of this formula, charge and spin): 123.9 kcal per mole

These are the natural (NBO) partial charges, in e, on atoms 1 to 4:
1 N -0.325
2 C 0.303
3 C -0.531
4 C -0.229


C5H7N10O2Ti | ωB97M-V/def2-TZVPD

Geometry as XYZ:
```
25
Properties=species:S:1:pos:R:3:forces:R:3
Ti 0.2111 0.1522 0.1823 -1.471 -0.663 -0.757
N 1.1044 -1.4551 -2.6581 0.091 -0.042 -0.076
C 0.9154 -2.1698 -1.5179 -0.195 -0.267 0.559
N 1.0580 -3.4523 -1.3198 0.106 0.214 -0.557
N 0.7205 -3.6706 -0.0351 -0.128 0.111 0.409
N 0.3921 -2.5998 0.5677 0.031 -0.317 0.261
N 0.4914 -1.5820 -0.3495 0.380 -1.001 -1.056
C 0.8398 -0.1200 -2.7014 -0.220 0.630 0.071
N 0.8608 0.6869 -3.7273 0.134 -0.578 -0.104
N 0.4845 1.8916 -3.2605 -0.110 0.288 0.289
N 0.2463 1.8706 -2.0103 -0.012 0.368 -0.092
N 0.4587 0.5831 -1.5875 0.401 -0.385 -1.557
H 1.3973 -1.9307 -3.5003 0.010 -0.009 -0.008
N -1.7852 0.3083 0.6549 -0.514 0.325 0.447
C -1.5890 1.2747 1.7843 -0.110 0.129 0.376
C -0.3644 0.8676 2.6437 0.275 0.143 -0.216
C 0.9692 1.4425 2.0976 -0.429 0.840 1.528
O 1.3947 2.5009 2.4200 0.106 -0.218 -0.129
O 1.5415 0.6382 1.1677 1.754 0.544 0.694
H -2.4475 0.6808 -0.0216 0.054 0.034 -0.198
H -2.2009 -0.5514 1.0107 0.042 -0.150 -0.007
H -2.4730 1.2984 2.4173 -0.035 -0.009 -0.042
H -1.4477 2.2722 1.3634 -0.063 0.015 0.007
H -0.2949 -0.2256 2.7417 -0.066 0.016 0.125
H -0.4833 1.2890 3.6381 -0.032 -0.019 0.036
```
Positions in Å, forces in eV/Å.

Computed properties:
max |F|: 1.96 eV/Å
charge: +1
HOMO-LUMO gap: 0.2565 Ha
LUMO: -6.44 eV
relative energy (zero: lowest compared OMol25 entry of this formula, charge and spin): 17.6 kcal per mole

These are the natural (NBO) partial charges, in e, on atoms 1 to 4:
1 Ti 1.773
2 N -0.556
3 C 0.511
4 N -0.285


C5H7N2 | ωB97M-V/def2-TZVPD

Geometry as XYZ:
```
14
Properties=species:S:1:pos:R:3:forces:R:3
C 2.2374 -0.6041 0.1995 -3.038 1.014 -0.543
C 2.0537 -0.5535 1.5550 -1.162 0.195 -0.875
C 0.7535 -0.0161 1.4401 0.117 -0.033 -0.821
C -1.4019 0.0589 -1.6799 1.094 -2.422 2.895
C -1.0126 0.5640 -0.2281 3.193 1.216 -4.463
N 1.3150 -0.3825 -0.6299 1.686 -0.560 -0.095
N 0.3361 0.0912 0.1751 1.717 -1.002 -0.647
H 2.4663 -0.7759 2.4764 1.403 -0.356 1.189
H 0.0336 0.3834 2.0786 -0.367 0.285 2.150
H -0.7946 0.4893 -2.5110 -1.186 0.023 0.700
H -1.0646 -1.0437 -1.5426 -0.791 1.467 -0.937
H -2.5093 0.0298 -1.5937 0.753 0.412 -1.237
H -0.8439 1.6266 -0.2331 -0.927 0.588 0.412
H -1.5687 0.1327 0.4934 -2.490 -0.827 2.271
```
Positions in Å, forces in eV/Å.

Computed properties:
max |F|: 5.62 eV/Å
charge: +1
HOMO-LUMO gap: 0.2744 Ha
LUMO: -8.39 eV
relative energy (zero: lowest compared OMol25 entry of this formula, charge and spin): 167.1 kcal per mole

These are the natural (NBO) partial charges, in e, on atoms 1 to 4:
1 C 0.699
2 C -0.380
3 C 0.072
4 C -0.623


C5H7N2 | ωB97M-V/def2-TZVPD

Geometry as XYZ:
```
14
Properties=species:S:1:pos:R:3:forces:R:3
C -3.0756 -0.1946 -0.2135 -0.043 1.699 0.383
C -1.9837 0.3309 0.2674 -0.096 -0.857 -1.100
N -0.8635 0.6983 0.5737 0.967 0.121 0.782
C 0.4205 0.4656 0.1518 -3.489 4.295 -0.138
C 1.2807 1.6530 -0.1116 1.253 0.931 1.085
N 0.6868 -0.7124 -0.1405 3.331 -6.209 0.545
C 1.2363 -1.8359 0.2416 -2.045 2.225 -4.341
H -3.2806 -1.2105 -0.0890 0.074 -1.592 0.399
H -3.9287 0.3571 -0.5748 0.219 0.481 -0.215
H 2.3171 1.3018 -0.1964 -0.257 0.083 -1.425
H 1.5072 2.1281 0.8735 -1.136 0.117 -0.354
H 0.8839 2.4720 -0.8357 0.716 -1.871 1.165
H 1.3429 -2.6374 -0.5467 -0.171 0.895 1.140
H 1.5548 -1.9516 1.2156 0.678 -0.317 2.074
```
Positions in Å, forces in eV/Å.

Computed properties:
max |F|: 7.07 eV/Å
charge: +1
HOMO-LUMO gap: 0.3219 Ha
LUMO: -4.95 eV
relative energy (zero: lowest compared OMol25 entry of this formula, charge and spin): 102.3 kcal per mole

These are the natural (NBO) partial charges, in e, on atoms 1 to 4:
1 C -0.540
2 C 0.505
3 N -0.445
4 C 0.553


C5H7N2 | ωB97M-V/def2-TZVPD

Geometry as XYZ:
```
14
Properties=species:S:1:pos:R:3:forces:R:3
C -1.5782 -1.2871 -0.2104 -2.173 0.015 0.326
C -1.7034 0.0354 -0.1132 1.964 -2.750 -0.161
C 0.4968 -0.5045 -0.1626 4.458 -0.781 0.179
C 2.9991 -0.1171 -0.0541 -0.935 -1.930 -4.402
C -0.1264 1.8086 0.3423 -2.284 -1.209 -1.066
N -0.2448 -1.5704 -0.2211 0.585 -0.173 -0.179
N -0.3894 0.5542 -0.0350 -1.698 2.929 1.023
H -2.3391 -2.0835 -0.1934 0.453 0.716 -0.221
H -2.5644 0.5136 -0.0532 -3.392 2.706 0.298
H 2.6004 0.5541 -0.8078 0.437 0.996 0.792
H 2.9409 -0.1256 0.9531 -0.410 1.128 3.430
H 0.8471 2.2291 0.3837 1.119 -0.345 0.237
H -1.0067 2.5093 0.5187 1.120 -1.201 -0.275
H 0.0680 -2.5161 -0.3469 0.757 -0.100 0.020
```
Positions in Å, forces in eV/Å.

Computed properties:
max |F|: 4.90 eV/Å
charge: +1
HOMO-LUMO gap (spin up / spin down): 0.1500 / 0.1507 Ha
LUMO (spin up / spin down): -7.20 / -7.19 eV
relative energy (zero: lowest compared OMol25 entry of this formula, charge and spin): 223.3 kcal per mole

These are the natural (NBO) partial charges, in e, on atoms 1 to 4:
1 C 0.018
2 C -0.106
3 C 0.321
4 C -0.308


C5H7N2 | ωB97M-V/def2-TZVPD

Geometry as XYZ:
```
14
Properties=species:S:1:pos:R:3:forces:R:3
C 2.2836 0.0341 0.1903 0.711 1.887 0.647
C 1.0009 0.8085 -0.2328 -0.897 -2.728 -0.896
C -0.2846 0.1780 0.2194 3.048 0.380 0.761
N -1.3095 0.9856 0.3093 0.416 1.057 0.610
C -2.4134 0.3198 0.2643 1.182 -4.904 -1.842
C -2.6231 -1.0117 -0.2187 -1.600 4.538 2.165
N -3.6234 -0.2150 0.1202 -1.563 0.184 0.022
H 3.1199 0.4331 -0.4332 -0.408 -0.012 1.057
H 2.2365 -0.9619 -0.1316 -0.524 -1.593 -0.565
H 2.5080 -0.0316 1.2817 -0.070 0.646 -0.880
H 1.0275 0.4809 -1.3580 -0.597 1.264 1.336
H 0.7688 1.8488 -0.0387 1.167 0.441 -0.477
H -0.1884 -0.9143 0.6007 -0.917 1.558 -0.854
H -2.5029 -1.9547 -0.5728 0.053 -2.719 -1.085
```
Positions in Å, forces in eV/Å.

Computed properties:
max |F|: 5.37 eV/Å
charge: +1
HOMO-LUMO gap: 0.3489 Ha
LUMO: -6.13 eV
relative energy (zero: lowest compared OMol25 entry of this formula, charge and spin): 156.5 kcal per mole

These are the natural (NBO) partial charges, in e, on atoms 1 to 4:
1 C -0.615
2 C -0.503
3 C 0.379
4 N -0.476


| no. | DFT total energy (Eh) |
| --- | --- |
| 1 | -249.3854 |
| 2 | -249.2762 |
| 3 | -249.3523 |
| 4 | -249.4420 |
| 5 | -249.2758 |
| 6 | -1741.9634 |
| 7 | -303.7527 |
| 8 | -303.8559 |
| 9 | -303.6631 |
| 10 | -303.7695 |